[1]
Computed, not measured: a cluster of 2 separate species, C4H12NO in total at a distorted geometry, with ωB97M-V/def2-TZVPD.

- Net charge: +1
- HOMO-LUMO gap: 10.99 eV
- Relative energy (zero: lowest compared OMol25 entry of this formula, charge and spin): 104.5 kJ/mol
- Molecular weight: 90.146 Da

Geometry (Å):
C  0.865  -0.423  0.683
C  0.653  -1.285  -0.602
C  -0.530  -0.911  -1.444
C  -0.421  -0.222  -2.574
N  0.442  0.991  0.435
H  0.235  -0.827  1.455
H  1.899  -0.456  0.933
H  1.611  -1.416  -1.103
H  0.384  -2.275  -0.220
H  -1.484  -1.007  -1.008
H  -1.241  0.006  -3.255
H  0.492  0.063  -3.092
H  1.193  1.556  0.036
H  -0.229  0.980  -0.345
H  0.040  1.423  1.296
H  -2.024  1.356  2.620
H  -0.813  0.993  3.499
O  -1.072  1.454  2.687

---

[2]
Computed, not measured: a cluster of 2 separate species, C4H12NO in total at a distorted geometry, with ωB97M-V/def2-TZVPD.

- Net charge: +1
- HOMO-LUMO gap: 11.73 eV
- Relative energy (zero: lowest compared OMol25 entry of this formula, charge and spin): 173.4 kJ/mol
- Molecular weight: 90.146 Da

Geometry (Å):
C  -1.459  0.417  -0.729
O  -1.210  1.265  0.435
C  -0.825  1.098  -1.956
H  -1.025  -0.527  -0.375
H  -2.523  0.269  -0.952
H  -1.186  2.145  0.008
H  0.211  1.380  -1.732
H  -0.832  0.429  -2.830
H  -1.398  2.001  -2.229
C  1.324  -0.973  0.586
C  1.465  -2.234  1.030
N  0.815  0.034  1.547
H  1.508  -0.655  -0.424
H  1.658  -3.044  0.307
H  1.403  -2.432  2.086
H  0.000  0.466  1.035
H  0.579  -0.412  2.444
H  1.494  0.774  1.750

---

[3]
Computed, not measured: the ion C4H12NO with charge +1 at a distorted geometry, with ωB97M-V/def2-TZVPD.

- Net charge: +1
- HOMO-LUMO gap: 12.47 eV
- Relative energy (zero: lowest compared OMol25 entry of this formula, charge and spin): 94.7 kJ/mol
- Molecular weight: 90.146 Da
- SMILES string: CC[NH2+]CCO

Geometry (Å):
C  -0.946  -1.716  -1.304
C  -1.428  -0.666  -0.330
N  -0.451  0.553  -0.254
C  1.015  0.150  -0.035
C  1.598  1.155  0.948
O  0.579  1.294  1.922
H  -1.506  -2.623  -1.049
H  -1.334  -1.482  -2.291
H  0.099  -1.978  -1.226
H  -1.440  -0.994  0.709
H  -2.356  -0.140  -0.522
H  -0.657  1.102  -1.075
H  -0.588  1.031  0.657
H  1.515  0.172  -0.994
H  0.924  -0.812  0.459
H  1.816  2.131  0.511
H  2.514  0.749  1.377
H  0.645  2.075  2.494

---

[4]
Computed, not measured: a cluster of 2 separate species, C4H12NO2 in total at a distorted geometry, with ωB97M-V/def2-TZVPD.

- Net charge: -1
- HOMO-LUMO gap: 7.30 eV
- Relative energy (zero: lowest compared OMol25 entry of this formula, charge and spin): 230.9 kJ/mol
- Molecular weight: 106.145 Da

Geometry (Å):
C  0.789  0.497  -1.462
N  -0.552  0.132  -1.042
C  -0.324  1.858  0.698
C  -0.745  0.446  0.406
C  -0.166  -0.529  1.475
O  -0.737  -1.724  1.257
H  1.679  0.065  -1.006
H  0.652  0.043  -2.590
H  1.003  1.591  -1.475
H  -0.423  -0.963  -1.224
H  0.796  1.832  0.612
H  -0.555  2.044  1.667
H  -0.832  2.502  -0.033
H  -1.915  0.315  0.438
H  -0.245  -0.162  2.552
H  0.916  -0.693  1.312
H  -0.233  -2.280  0.051
H  0.853  -2.446  -0.708
O  0.040  -2.528  -0.929

---

[5]
Computed, not measured: a cluster of 2 separate species, C4H12NO2 in total, with ωB97M-V/def2-TZVPD.

- Net charge: -1
- HOMO-LUMO gap: 7.18 eV
- Relative energy (zero: lowest compared OMol25 entry of this formula, charge and spin): 10.3 kJ/mol
- Molecular weight: 106.145 Da

Geometry (Å):
C  0.957  -0.622  -0.687
N  0.611  0.783  -0.483
C  -0.754  0.940  0.079
O  -0.885  0.446  1.324
C  0.195  -1.249  -1.845
C  0.667  -2.661  -2.117
H  2.035  -0.712  -0.863
H  0.705  -1.195  0.230
H  1.170  1.084  0.311
H  -0.978  2.030  0.000
H  -1.460  0.486  -0.625
H  0.285  -0.581  -2.701
H  -0.864  -1.238  -1.606
H  0.533  -3.263  -1.209
H  0.150  -3.107  -2.971
H  1.726  -2.673  -2.419
H  -1.474  2.614  3.180
H  -0.728  1.390  2.498
O  -0.657  2.117  3.265

---

[6]
Computed, not measured: a cluster of 2 separate species, C4H12NO2 in total at a distorted geometry, with ωB97M-V/def2-TZVPD.

- Net charge: -2
- HOMO-LUMO gap (alpha / beta): 2.68 / 6.90 eV
- Expectation value of S²: 0.75
- Relative energy (zero: lowest compared OMol25 entry of this formula, charge and spin): 59.7 kJ/mol
- Spin multiplicity: 2
- Molecular weight: 106.145 Da

Geometry (Å):
C  0.186  -1.466  0.710
C  0.419  0.038  0.791
C  1.860  0.484  0.651
N  -0.493  0.755  -0.114
C  -0.136  0.601  -1.622
O  0.303  1.722  -2.154
H  0.487  -1.859  -0.262
H  0.590  -1.990  1.581
H  -0.903  -1.610  0.773
H  0.074  0.335  1.788
H  2.204  0.383  -0.378
H  2.018  1.511  1.018
H  2.515  -0.157  1.264
H  -0.237  1.741  -0.019
H  0.519  -0.281  -1.661
H  -1.094  0.144  -2.025
H  -2.864  -0.874  -0.281
H  -2.293  0.508  0.001
O  -3.153  0.014  -0.060

---

[7]
Computed, not measured: a cluster of 2 separate species, C4H12NO2 in total at a distorted geometry, with ωB97M-V/def2-TZVPD.

- HOMO-LUMO gap (alpha / beta): 10.68 / 7.10 eV
- Expectation value of S²: 0.76
- Relative energy (zero: lowest compared OMol25 entry of this formula, charge and spin): 276.9 kJ/mol
- Spin multiplicity: 2
- Molecular weight: 106.145 Da

Geometry (Å):
C  -1.687  0.070  -1.683
N  -0.698  -0.330  -0.647
C  -1.208  0.340  0.679
C  0.493  0.446  -1.042
C  1.714  -0.016  -0.011
O  1.460  0.314  1.258
H  -1.965  1.167  -1.808
H  -2.670  -0.388  -1.453
H  -1.499  -0.422  -2.664
H  -0.393  0.906  1.022
H  -1.617  -0.459  1.228
H  -2.074  1.041  0.557
H  0.768  0.098  -2.041
H  0.199  1.478  -0.792
H  2.687  0.441  -0.489
H  1.682  -1.166  -0.016
H  2.227  -1.454  2.805
H  1.208  -0.725  2.110
O  1.374  -1.341  2.987

---

[8]
Computed, not measured: a cluster of 2 separate species, C4H12NO2 in total at a distorted geometry, with ωB97M-V/def2-TZVPD.

- HOMO-LUMO gap (alpha / beta): 10.64 / 7.21 eV
- Expectation value of S²: 0.75
- Relative energy (zero: lowest compared OMol25 entry of this formula, charge and spin): 122.7 kJ/mol
- Spin multiplicity: 2
- Molecular weight: 106.145 Da

Geometry (Å):
C  -0.359  2.212  0.179
O  0.459  2.784  1.112
C  0.178  0.731  -0.219
C  -0.710  -0.379  -0.769
C  0.123  -1.544  -1.330
N  0.838  0.274  1.094
H  -0.593  2.760  -0.770
H  -1.342  2.105  0.636
H  0.943  0.937  -0.987
H  -1.416  0.036  -1.556
H  -1.359  -0.704  0.034
H  0.883  -1.170  -2.060
H  0.783  -2.000  -0.571
H  -0.349  -2.374  -1.805
H  0.905  1.272  1.474
H  1.805  -0.027  0.987
H  -0.941  -1.767  1.208
H  0.305  -1.114  1.588
O  -0.154  -2.030  1.756

---

[9]
Computed, not measured: a cluster of 2 separate species, C4H12NO2 in total at a distorted geometry, with ωB97M-V/def2-TZVPD.

- HOMO-LUMO gap (alpha / beta): 10.90 / 7.48 eV
- Expectation value of S²: 0.76
- Relative energy (zero: lowest compared OMol25 entry of this formula, charge and spin): 132.4 kJ/mol
- Spin multiplicity: 2
- Molecular weight: 106.145 Da

Geometry (Å):
C  2.308  0.014  -1.310
C  0.795  -0.056  -1.178
C  0.453  0.917  -0.025
C  -1.081  1.120  0.032
O  -1.711  1.013  1.283
N  0.486  -1.489  -0.917
H  2.711  0.930  -1.736
H  2.729  -0.856  -1.839
H  2.843  -0.266  -0.391
H  0.242  0.261  -2.062
H  0.914  1.904  -0.081
H  0.914  0.586  0.907
H  -1.493  0.332  -0.601
H  -1.375  2.158  -0.202
H  -0.313  -1.480  -0.269
H  1.094  -1.718  -0.118
H  -1.849  -1.398  1.133
H  -1.395  -0.157  1.851
O  -1.197  -1.201  1.815

---

[10]
Computed, not measured: a structure of composition C4H12NO2 at a distorted geometry, with ωB97M-V/def2-TZVPD.

- HOMO-LUMO gap (alpha / beta): 10.67 / 6.98 eV
- Expectation value of S²: 0.75
- Relative energy (zero: lowest compared OMol25 entry of this formula, charge and spin): 130.6 kJ/mol
- Spin multiplicity: 2
- Molecular weight: 106.145 Da

Geometry (Å):
C  0.403  -1.176  1.473
C  -0.534  -0.647  0.387
C  -0.370  0.878  0.182
C  1.134  1.185  -0.249
O  1.595  0.126  -0.939
N  -1.900  -1.130  0.865
H  1.474  -1.164  1.163
H  0.112  -2.168  1.830
H  0.145  -0.537  2.331
H  -0.532  -1.157  -0.572
H  -0.821  1.510  0.951
H  -1.099  1.066  -0.643
H  1.798  1.373  0.646
H  1.136  2.073  -0.902
H  -2.578  -0.677  0.246
H  -2.091  -0.668  1.753
H  1.042  0.087  -2.104
H  0.271  0.911  -3.257
O  0.814  0.115  -3.163

---

Energy for every record listed, in sequence, given in a.u.: -289.33506 -289.30883 -289.33880 -364.76757 -364.85159 -364.67843 -364.65437 -364.71308 -364.70939 -364.71009.